# C3H8O3S

A 2-piece molecular cluster, C3H8O3S overall at a distorted geometry (wB97M-V/def2-TZVPD, OMol25).

Each atom is followed by the atoms it is bonded to, with distances in Å.
Cartesian coordinates (Å):
1 C 0.000 0.000 0.000  S2 1.812, H7 1.103, H8 1.103, H9 1.103
2 S 0.455 0.903 1.504  C1 1.812, C3 1.793
3 C 1.887 -0.064 1.979  S2 1.793, C4 1.535, H10 1.107, H11 1.107
4 C 1.537 -1.346 2.746  C3 1.535, O5 1.243, O6 1.341
5 O 1.526 -2.433 2.144  C4 1.243
6 O 1.371 -1.188 4.068  C4 1.341, H12 0.996
7 H 0.921 -0.263 -0.547  C1 1.103
8 H -0.580 0.713 -0.610  C1 1.103
9 H -0.601 -0.915 0.139  C1 1.103
10 H 2.619 0.485 2.602  C3 1.107
11 H 2.422 -0.444 1.087  C3 1.107
12 H 1.543 -0.234 4.294  O6 0.996
13 O 4.798 -1.063 1.546  H14 0.984, H15 0.984
14 H 4.396 -1.764 2.108  O13 0.984
15 H 5.178 -0.420 2.187  O13 0.984

Summary:
energy: -20218.2925 eV
Kohn-Sham gap: 9.223 eV
SMILES: CSCC(=O)O.O